(1)
Density functional theory data (ωB97M-V/def2-TZVPD) for a cluster of 3 separate species, C37H57F6IN5O6 in total.

Results
- HOMO-LUMO gap: 7.59 eV
- E: -3065.8235 Eh
- E_LUMO: -0.10555 Ha

```
! RIJCOSX wB97M-V def2-TZVPD def2/J DEFGRID3
* xyz 1 1
C 3.27 -4.00 -2.29
C 3.86 -3.22 -1.60
C 4.72 -2.25 -0.92
C 4.03 -0.94 -0.52
C 2.84 -1.15 0.43
N 1.53 -0.60 -0.01
C 0.85 -1.56 -0.73
N 0.93 -1.61 -2.03
C 1.71 -0.69 -2.86
C 0.85 -0.22 -4.04
C 0.47 -1.33 -5.00
I 2.07 1.19 -5.10
N 0.04 -2.43 -0.05
C -1.19 -1.68 0.40
C -0.85 -0.23 0.83
C -1.64 0.07 2.13
C -1.82 1.55 2.52
N -1.34 1.85 3.88
C -1.37 0.67 -0.30
C -2.88 0.61 -0.59
C -3.08 0.55 -2.12
O -3.52 1.77 -0.10
C -4.73 1.57 0.61
C -5.98 1.59 -0.24
C -6.37 0.52 -1.05
C -7.54 0.58 -1.79
C -8.36 1.70 -1.72
C -7.99 2.77 -0.92
C -6.81 2.70 -0.20
C 0.70 -0.03 1.09
N 0.96 1.39 1.13
C 1.73 2.09 0.38
C 1.32 2.71 -0.93
C 3.12 2.45 0.84
O 1.09 -0.45 2.38
C 0.86 -1.80 2.75
C 1.30 -1.98 4.20
H 2.61 -4.66 -2.80
H 5.09 -2.71 -0.01
H 5.57 -2.01 -1.56
H 3.79 -0.32 -1.38
H 4.80 -0.39 0.02
H 3.11 -0.76 1.40
H 2.74 -2.23 0.56
H 0.41 -2.32 -2.52
H 2.01 0.18 -2.30
H 2.59 -1.17 -3.27
H -0.02 0.30 -3.65
H 1.33 -1.76 -5.49
H -0.16 -0.92 -5.78
H -0.15 -2.10 -4.52
H -0.21 -3.19 -0.67
H -1.88 -1.71 -0.44
H -1.61 -2.24 1.23
H -1.21 -0.43 2.99
H -2.63 -0.37 1.99
H -2.86 1.85 2.50
H -1.28 2.23 1.87
H -1.80 1.23 4.54
H -0.34 1.69 3.91
H -0.88 0.36 -1.23
H -1.12 1.72 -0.16
H -3.34 -0.29 -0.19
H -2.82 -0.43 -2.51
H -4.07 0.87 -2.41
H -2.38 1.26 -2.57
H -4.72 0.65 1.20
H -4.81 2.39 1.31
H -5.76 -0.37 -1.11
H -7.81 -0.27 -2.40
H -9.28 1.72 -2.28
H -8.61 3.65 -0.83
H -6.53 3.54 0.42
H 0.84 2.01 -1.60
H 0.64 3.53 -0.69
H 2.17 3.15 -1.42
H 3.78 2.58 -0.01
H 3.07 3.37 1.43
H 3.48 1.66 1.49
H -0.18 -2.12 2.67
H 1.44 -2.50 2.15
H 1.81 -2.93 4.35
H 0.46 -1.93 4.89
H 1.99 -1.18 4.47
C 3.77 7.34 -5.08
C 4.85 7.63 -4.07
O 4.79 6.70 -2.96
C 5.33 5.52 -3.16
O 5.86 5.12 -4.16
C 5.22 4.68 -1.88
F 3.99 4.74 -1.35
F 6.09 5.11 -0.96
F 5.48 3.39 -2.12
H 2.79 7.35 -4.60
H 3.78 8.10 -5.87
H 3.91 6.37 -5.54
H 4.72 8.61 -3.63
H 5.84 7.60 -4.52
C -1.87 -7.63 6.49
C -0.72 -6.67 6.30
O -0.46 -6.42 4.90
C -1.25 -5.56 4.30
O -2.16 -4.95 4.78
C -0.81 -5.39 2.84
F -0.58 -6.56 2.24
F 0.31 -4.66 2.77
F -1.75 -4.75 2.13
H -1.67 -8.56 5.95
H -2.00 -7.86 7.55
H -2.80 -7.22 6.11
H 0.20 -7.08 6.70
H -0.91 -5.72 6.81
*
```

Atom charges from the Löwdin analysis, given in e for atoms 1 to 5:
1 C 0.12
2 C -0.15
3 C -0.19
4 C -0.16
5 C -0.10

(2)
Density functional theory data (ωB97M-V/def2-TZVPD) for a structure of composition C37H36ClIrN7O2P.

Results
- Expectation value of S²: 0.7757
- HOMO-LUMO gap (spin up / spin down): 3.88 / 3.92 eV
- E: -2870.1473 Eh
- E_LUMO (spin up / spin down): -0.41675 / -0.41525 Ha

```
! RIJCOSX wB97M-V def2-TZVPD def2/J DEFGRID3
* xyz 3 2
Ir 0.13 -0.28 -0.21
O -3.30 3.88 0.14
C -3.18 3.74 -1.19
C -3.90 4.55 -2.07
C -3.79 4.39 -3.43
C -2.95 3.41 -3.97
C -2.23 2.61 -3.12
C -2.33 2.75 -1.72
C -1.55 1.84 -0.90
O -0.83 0.94 -1.53
N -1.55 1.93 0.44
N -0.82 0.95 0.98
C -0.77 0.68 2.24
C -0.10 -0.61 2.58
C 0.24 -0.96 4.05
C 1.33 -2.05 4.18
C 2.27 -2.17 3.04
C 1.95 -1.66 1.80
N 0.87 -0.93 1.54
H -3.93 4.58 0.35
H -4.55 5.32 -1.66
H -4.36 5.03 -4.09
H -2.88 3.28 -5.04
H -1.57 1.85 -3.52
H -1.35 1.25 2.96
H 0.29 -0.12 4.74
H 1.86 -2.02 5.12
H 3.17 -2.76 3.15
H 2.61 -1.84 0.95
Cl 1.14 -1.83 -1.75
C 0.01 -3.15 -2.06
C 0.32 -4.00 -3.09
C -0.56 -5.03 -3.39
C -1.72 -5.19 -2.65
C -2.02 -4.32 -1.62
C -1.14 -3.27 -1.30
P -1.61 -2.07 -0.04
C -1.08 -2.72 1.60
C -1.27 -1.72 2.64
C -0.88 -2.04 4.09
C 0.15 -3.17 4.19
C 0.22 -4.12 3.07
C -0.33 -3.86 1.82
C -3.39 -2.12 0.09
C -4.02 -2.84 1.11
C -5.40 -2.86 1.17
C -6.15 -2.15 0.24
C -5.53 -1.43 -0.77
C -4.14 -1.41 -0.85
H 1.23 -3.86 -3.66
H -0.33 -5.70 -4.21
H -2.42 -5.99 -2.90
H -2.93 -4.44 -1.05
H -2.24 -1.23 2.55
H -1.68 -2.03 4.83
H 0.14 -3.70 5.14
H 0.79 -5.03 3.21
H -0.18 -4.57 1.01
H -3.45 -3.40 1.84
H -5.90 -3.43 1.95
H -7.23 -2.16 0.30
H -6.12 -0.88 -1.49
H -3.65 -0.84 -1.63
C 1.73 2.16 -1.48
N 2.78 3.14 -1.53
C 4.09 2.49 -1.39
N 4.15 1.80 -0.09
C 3.13 0.80 -0.02
N 1.76 1.41 -0.16
C 1.61 2.44 0.93
N 2.66 3.42 0.85
C 2.61 4.11 -0.45
C 3.97 2.78 0.99
H 1.86 1.44 -2.30
H 0.77 2.65 -1.59
H 4.87 3.25 -1.42
H 4.25 1.79 -2.20
H 3.19 0.30 0.94
H 3.27 0.07 -0.83
H 1.66 1.94 1.90
H 0.65 2.93 0.83
H 3.42 4.84 -0.49
H 1.66 4.63 -0.55
H 4.05 2.28 1.96
H 4.75 3.53 0.91
*
```

Atom charges from the Löwdin analysis, given in e for atoms 1 to 5:
1 Ir 1.13
2 O 0.09
3 C -0.24
4 C 0.01
5 C -0.02

Short version: molar mass = 908.784 869.386 Da, in the order given.